Entry 1:
# C5H7NO

One molecule with the formula C5H7NO (ωB97M-V with the def2-TZVPD basis set, OMol25).

- frontier orbital gap (eV) = 9.104
- ΔE to the lowest compared entry with this formula, charge and spin (kJ/mol) = 294.0
- charge = 0
- spin multiplicity = 1
- E_LUMO (Eh) = 0.0293

Last column: Mulliken charge in e.
Atoms and positions in Å:
O (-0.425, 1.759, -0.984)  -0.552
N (0.611, -0.782, 1.297)  0.001
C (1.136, -0.243, -0.815)  -0.477
C (-0.174, 0.480, -0.494)  0.791
C (1.562, -1.040, 0.416)  -0.583
C (-0.489, 0.092, 0.917)  -0.411
C (-1.355, -0.394, -0.219)  -0.842
H (-1.308, -1.448, -0.487)  0.245
H (0.621, -1.206, 2.215)  0.196
H (1.930, 0.463, -1.092)  0.345
H (1.037, -0.933, -1.663)  0.269
H (-2.327, 0.080, -0.321)  0.301
H (0.055, 2.385, -0.427)  0.375
H (-0.877, 0.787, 1.658)  0.341

Entry 2:
# C8H10Cl4F2O6

A 4-piece molecular cluster, C8H10Cl4F2O6 overall at a distorted geometry (ωB97M-V with the def2-TZVPD basis set, OMol25).

- frontier orbital gap (eV) = 11.134
- ΔE to the lowest compared entry with this formula, charge and spin (kJ/mol) = 0.0
- SMILES = O=C1OC[C@@H](F)O1.O=C1OC[C@@H](F)O1.ClCCl.ClCCl
- charge = 0
- spin multiplicity = 1
- E_LUMO (Eh) = 0.0086

Last column: Mulliken charge in e.
Atoms and positions in Å:
Cl (8.064, 11.675, 2.963)  -0.147
Cl (11.352, 7.739, 4.082)  -0.073
Cl (8.632, 7.184, 2.955)  -0.139
Cl (9.684, 10.087, 1.060)  -0.167
F (6.861, 10.386, 5.500)  -0.252
F (12.131, 11.138, 4.517)  -0.220
O (6.588, 7.238, 8.511)  -0.556
O (13.873, 10.235, 3.364)  -0.321
O (8.367, 7.898, 7.249)  -0.340
O (14.080, 9.546, 1.175)  -0.508
O (13.621, 11.723, 1.772)  -0.331
O (6.580, 9.170, 7.386)  -0.315
C (13.380, 11.358, 4.034)  0.420
C (7.513, 9.853, 6.526)  0.402
C (13.390, 12.399, 2.994)  -0.524
C (9.590, 10.915, 2.660)  0.691
C (7.171, 8.046, 7.807)  0.654
C (10.017, 6.571, 3.944)  -0.351
C (8.386, 8.688, 6.051)  -0.005
C (13.899, 10.421, 2.004)  0.664
H (10.378, 11.669, 2.672)  -0.121
H (14.182, 13.121, 3.197)  0.316
H (14.063, 11.687, 4.818)  0.225
H (8.012, 10.719, 6.963)  0.261
H (12.462, 12.970, 3.008)  0.294
H (9.441, 8.795, 5.800)  0.239
H (10.337, 5.608, 3.546)  0.361
H (9.679, 9.998, 3.243)  -0.290
H (9.615, 6.320, 4.925)  0.268
H (8.091, 8.096, 5.185)  -0.135

Entry 3:
# C6H10N2O2

A 2-piece molecular cluster, C6H10N2O2 overall at a distorted geometry (ωB97M-V with the def2-TZVPD basis set, OMol25).

- frontier orbital gap (eV) = 7.913
- ΔE to the lowest compared entry with this formula, charge and spin (kJ/mol) = 255.1
- SMILES = NC(N)=CC1CC1.O=C=O
- charge = 0
- spin multiplicity = 1
- E_LUMO (Eh) = 0.0270

Last column: Mulliken charge in e.
Atoms and positions in Å:
O (1.671, -2.039, 0.386)  -0.443
O (0.579, -1.460, -1.536)  -0.429
N (1.432, 1.613, -1.112)  -0.379
N (2.357, 0.954, 0.920)  -0.437
C (-1.931, -1.245, -0.143)  -0.589
C (-1.210, 0.089, -0.178)  0.329
C (1.258, 1.035, 0.101)  0.388
C (0.083, 0.325, 0.557)  -0.485
C (-2.515, -0.075, 0.546)  -0.812
C (1.112, -1.595, -0.507)  0.864
H (0.789, 1.586, -1.881)  0.196
H (3.173, 1.533, 0.613)  0.165
H (2.405, 0.279, 1.563)  0.208
H (-1.344, 0.607, -1.174)  0.129
H (-2.570, -0.100, 1.722)  0.166
H (-2.564, -1.549, -0.950)  0.257
H (-0.140, -0.095, 1.587)  0.134
H (2.329, 1.931, -1.183)  0.127
H (-3.373, 0.272, 0.210)  0.353
H (-1.541, -2.066, 0.459)  0.257

Entry 4:
# C34H44BN6O3RuS3

C34H44BN6O3RuS3 as an isolated structure at a distorted geometry (ωB97M-V with the def2-TZVPD basis set, OMol25).

- frontier orbital gap (alpha / beta) (eV) = 7.577 / 5.391
- charge = +3
- spin multiplicity = 5
- E_LUMO (alpha / beta) (Eh) = -0.3435 / -0.4151

Last column: Löwdin spin population.
Atoms and positions in Å:
Ru (-14.087, -17.563, 4.568)  2.172
S (-11.974, -17.676, 4.001)  0.171
S (-14.314, -16.259, 2.725)  0.127
S (-13.939, -18.018, 6.897)  0.245
O (-16.297, -16.750, 5.236)  0.044
O (-17.710, -19.840, 2.926)  0.274
O (-15.966, -18.718, 4.223)  0.080
N (-12.890, -13.079, 4.819)  0.007
N (-14.410, -15.385, 6.704)  0.011
N (-11.656, -15.217, 7.151)  0.011
N (-15.195, -14.272, 6.681)  0.003
N (-12.031, -15.829, 5.981)  0.036
N (-13.460, -14.326, 4.495)  0.009
C (-16.536, -12.078, 6.390)  0.000
C (-9.918, -13.104, 8.307)  0.001
C (-15.186, -13.699, 1.162)  0.004
C (-12.987, -10.399, 5.644)  0.000
C (-14.664, -16.511, 7.403)  0.016
C (-12.693, -9.785, 3.201)  0.000
C (-13.898, -12.299, 2.787)  0.000
C (-9.953, -14.600, 8.732)  0.001
C (-9.884, -16.803, 5.558)  0.012
C (-20.732, -17.884, 2.937)  -0.024
C (-14.084, -14.640, 3.295)  0.011
C (-18.504, -18.786, 3.126)  0.148
C (-8.627, -15.070, 9.202)  0.000
C (-13.035, -12.132, 3.893)  0.003
C (-11.257, -16.702, 5.261)  0.028
C (-20.404, -16.851, 3.875)  0.237
C (-9.459, -16.016, 6.590)  -0.004
C (-12.386, -10.821, 4.313)  0.000
C (-15.512, -16.399, 8.517)  0.007
C (-19.772, -18.840, 2.529)  0.138
C (-16.600, -12.050, 8.838)  0.000
C (-16.123, -15.145, 8.646)  -0.007
C (-16.771, -17.715, 4.634)  0.021
C (-16.857, -12.888, 7.640)  0.001
C (-9.041, -17.722, 4.712)  0.002
C (-19.156, -16.769, 4.428)  0.045
C (-18.348, -13.380, 7.641)  0.000
C (-14.369, -13.526, 2.378)  0.004
C (-16.029, -14.097, 7.674)  0.003
C (-10.872, -11.020, 4.446)  0.000
C (-18.192, -17.735, 4.060)  0.144
C (-10.375, -15.372, 7.460)  0.007
C (-15.580, -17.603, 9.418)  0.007
C (-11.073, -14.878, 9.775)  0.001
B (-13.479, -15.384, 5.569)  -0.013
H (-16.945, -12.613, 5.567)  0.000
H (-11.327, -15.965, 9.734)  0.000
H (-16.116, -18.392, 8.943)  0.002
H (-15.480, -11.909, 6.172)  0.000
H (-9.403, -12.506, 9.117)  0.000
H (-8.172, -14.550, 10.069)  0.000
H (-16.119, -17.377, 10.354)  0.000
H (-9.096, -17.330, 3.612)  0.000
H (-10.545, -11.397, 5.462)  0.000
H (-16.804, -14.922, 9.521)  0.000
H (-14.188, -11.453, 2.183)  0.000
H (-10.740, -14.583, 10.759)  0.000
H (-21.759, -17.874, 2.527)  -0.003
H (-15.797, -14.586, 1.147)  0.002
H (-19.064, -12.543, 7.484)  0.000
H (-14.604, -18.096, 9.658)  0.002
H (-18.579, -13.982, 8.576)  0.000
H (-15.810, -12.807, 1.035)  0.000
H (-13.792, -9.464, 3.123)  0.000
H (-10.307, -10.095, 4.351)  0.000
H (-10.963, -12.741, 8.288)  0.000
H (-17.059, -11.097, 6.385)  0.000
H (-12.135, -8.792, 3.287)  0.000
H (-8.420, -15.948, 6.846)  0.000
H (-19.811, -19.637, 1.787)  0.004
H (-15.558, -11.802, 8.966)  0.000
H (-16.745, -12.620, 9.772)  0.000
H (-16.837, -19.534, 3.470)  0.002
H (-21.181, -16.182, 4.174)  0.011
H (-12.002, -14.346, 9.444)  0.000
H (-14.079, -10.279, 5.508)  0.000
H (-7.958, -17.618, 5.014)  0.000
H (-9.355, -12.919, 7.404)  0.000
H (-18.883, -15.914, 5.054)  -0.001
H (-17.248, -11.187, 8.786)  0.000
H (-14.526, -13.739, 0.267)  0.000
H (-9.284, -18.795, 4.765)  0.001
H (-12.399, -10.224, 2.222)  0.000
H (-8.674, -16.126, 9.601)  0.000
H (-7.851, -14.960, 8.404)  0.000
H (-12.726, -11.176, 6.378)  0.000
H (-12.622, -9.407, 5.960)  0.000
H (-18.526, -14.143, 6.847)  0.000
H (-10.436, -11.703, 3.728)  0.000

Entry 5:
# C2H12O5

A 5-piece molecular cluster, C2H12O5 overall at a distorted geometry (ωB97M-V with the def2-TZVPD basis set, OMol25).

- frontier orbital gap (eV) = 11.031
- ΔE to the lowest compared entry with this formula, charge and spin (kJ/mol) = 69.8
- SMILES = CC=O.O.O.O.O
- charge = 0
- spin multiplicity = 1
- E_LUMO (Eh) = 0.0108

Last column: Mulliken charge in e.
Atoms and positions in Å:
O (-2.934, 1.846, -1.455)  -0.623
O (5.223, 0.715, 0.106)  -0.621
O (-0.361, -0.551, 0.525)  -0.480
O (-3.952, 0.246, 0.950)  -0.624
O (2.472, 1.030, 0.644)  -0.617
C (0.053, -2.244, -1.021)  -0.925
C (-0.591, -1.701, 0.192)  0.141
H (4.324, 0.787, -0.236)  0.337
H (-3.754, 1.913, -0.990)  0.336
H (0.080, -1.584, -1.881)  0.284
H (-2.993, 0.212, 0.991)  0.286
H (5.250, -0.190, 0.385)  0.290
H (-0.467, -3.154, -1.345)  0.335
H (-4.061, 0.533, 1.879)  0.319
H (2.071, 1.849, 0.325)  0.306
H (-2.690, 0.969, -1.197)  0.285
H (-1.198, -2.333, 0.847)  0.379
H (1.058, -2.582, -0.759)  0.276
H (1.645, 0.597, 0.857)  0.315

Entry 6:
# C14H28N2O6

One molecule with the formula C14H28N2O6 (ωB97M-V with the def2-TZVPD basis set, OMol25).

- frontier orbital gap (eV) = 9.278
- ΔE to the lowest compared entry with this formula, charge and spin (kJ/mol) = 0.0
- SMILES = NC(=O)CN1CCOCCOCCOCCOCCOCC1
- charge = 0
- spin multiplicity = 1
- E_LUMO (Eh) = 0.0294

Last column: Mulliken charge in e.
Atoms and positions in Å:
O (-1.790, 1.682, 1.004)  -0.488
O (0.984, -1.479, -0.796)  -0.253
O (-2.449, 0.691, -1.860)  -0.257
O (-1.280, -1.603, -3.665)  -0.444
O (0.946, -1.075, 4.585)  -0.687
O (1.153, 2.308, 1.019)  -0.415
N (0.136, 0.546, 3.233)  -0.191
N (2.260, -0.233, 1.578)  0.850
C (-1.052, 2.482, 0.102)  -0.826
C (2.971, 0.658, 0.687)  -0.993
C (2.444, -0.012, 3.001)  -0.725
C (2.354, -1.629, 1.196)  -1.504
C (-0.230, -1.164, -2.828)  -0.252
C (-2.974, 0.085, -3.022)  -0.641
C (2.538, 2.124, 0.861)  -0.763
C (-3.148, 0.441, -0.653)  -0.816
C (0.388, 2.021, -0.137)  0.151
C (-2.166, 0.414, 0.529)  -0.026
C (-2.590, -1.396, -3.185)  -0.439
C (1.104, -0.253, 3.706)  0.295
C (-0.024, -2.052, -1.596)  -0.596
C (1.107, -2.119, 0.459)  -0.466
H (-1.029, 3.470, 0.569)  0.369
H (0.793, 2.577, -0.995)  0.502
H (2.448, -2.246, 2.094)  0.517
H (-0.959, -2.124, -1.019)  0.322
H (0.320, 1.182, 2.468)  0.197
H (3.209, -0.667, 3.442)  0.445
H (-2.653, -0.068, 1.380)  0.448
H (2.979, 2.558, 1.762)  0.398
H (2.734, 0.333, -0.328)  0.381
H (-0.802, 0.468, 3.585)  0.249
H (-2.557, 0.651, -3.858)  0.298
H (0.667, -1.200, -3.451)  0.358
H (0.217, -1.916, 1.073)  0.218
H (-2.752, -1.928, -2.238)  0.263
H (-3.231, -1.844, -3.947)  0.404
H (2.730, 1.023, 3.184)  0.355
H (1.186, -3.207, 0.313)  0.551
H (2.902, 2.697, -0.006)  0.449
H (-3.664, -0.525, -0.698)  0.561
H (0.259, -3.070, -1.904)  0.351
H (-1.563, 2.543, -0.864)  0.389
H (-1.286, -0.172, 0.240)  -0.072
H (3.230, -1.809, 0.560)  0.457
H (0.430, 0.951, -0.368)  -0.133
H (-4.068, 0.176, -3.040)  0.414
H (-3.898, 1.229, -0.491)  0.295
H (-0.390, -0.132, -2.498)  0.165
H (4.068, 0.614, 0.817)  0.334

Entry 7:
# C2H6S2

A 2-piece molecular cluster, C2H6S2 overall at a distorted geometry (ωB97M-V with the def2-TZVPD basis set, OMol25).

- frontier orbital gap (alpha / beta) (eV) = 8.473 / 6.799
- ΔE to the lowest compared entry with this formula, charge and spin (kJ/mol) = 250.1
- charge = 0
- spin multiplicity = 1
- E_LUMO (alpha / beta) (Eh) = 0.0017 / -0.0490

Last column: Mulliken charge in e.
Atoms and positions in Å:
S (-2.859, -1.066, -0.070)  -0.179
S (-2.606, 0.898, 0.038)  -0.188
C (0.492, 0.329, -0.008)  -0.230
C (0.235, -1.051, 0.243)  -0.763
H (-0.501, 0.887, 0.079)  -0.090
H (0.090, -1.414, 1.245)  0.335
H (0.864, 0.517, -1.010)  0.265
H (1.121, 0.786, 0.752)  0.274
H (0.069, -1.753, -0.556)  0.371
H (-2.428, 1.257, -1.261)  0.206

| no. | total energy (eV) |
| --- | --- |
| 1 | -8833.1562 |
| 2 | -76267.1189 |
| 3 | -13457.2970 |
| 4 | -86792.6741 |
| 5 | -12505.4584 |
| 6 | -30235.6943 |
| 7 | -23839.2215 |